Entry 1:
Here is the molecule C4H6O2 from the OMol25 dataset. Energies are from ωB97M-V with the def2-TZVPD basis set.

Calculated values
Orbital gap, eV: 10.62
SMILES string: O=C1CCOC1
2S+1: 1
Total energy, eV: -8339.3490

Each line ends with the natural charge from an NBO analysis.
Atoms and positions in Å:
O: -0.12 -1.77 1.44  -0.521
C: 0.08 -0.92 0.60  0.579
C: 0.68 0.47 0.80  -0.562
C: -0.16 1.22 -0.27  -0.071
O: -0.36 0.31 -1.36  -0.518
C: -0.44 -0.99 -0.83  -0.191
H: 1.76 0.44 0.55  0.240
H: 0.64 0.68 1.89  0.253
H: -1.17 1.49 0.08  0.176
H: 0.36 2.05 -0.71  0.201
H: 0.18 -1.64 -1.44  0.212
H: -1.47 -1.35 -0.75  0.200

Entry 2:
Here is a cluster of 3 separate species, C7H12N2O2S in total from the OMol25 dataset. Energies are from ωB97M-V with the def2-TZVPD basis set.

Calculated values
Orbital gap, eV: 9.05
2S+1: 1
Total energy, eV: -25358.7580

Each line ends with the natural charge from an NBO analysis.
Atoms and positions in Å:
C: -2.16 -0.40 -0.46  -0.352
C: -1.17 -1.32 0.17  0.166
C: -2.32 0.56 0.46  0.309
C: 1.77 2.82 -0.20  -0.796
C: -0.51 -2.52 -0.40  -0.667
C: -3.31 1.64 0.45  -0.667
C: 4.01 -0.79 0.39  0.004
N: -0.89 -0.88 1.36  -0.137
N: 3.73 0.37 0.48  -0.628
O: 1.63 0.70 -1.45  -0.938
O: -1.61 0.26 1.56  -0.290
S: 1.38 1.24 -0.11  1.253
H: 2.01 3.37 0.74  0.230
H: 2.07 3.15 -1.15  0.226
H: -1.10 -3.06 -1.14  0.228
H: 0.32 -2.31 -1.06  0.243
H: -0.05 -3.24 0.32  0.237
H: -3.50 2.24 -0.37  0.239
H: -4.39 1.28 0.78  0.225
H: -3.17 2.28 1.29  0.237
H: -2.72 -0.55 -1.32  0.226
H: 3.71 -1.31 1.28  0.147
H: 4.78 -1.36 -0.14  0.146
H: 3.94 1.12 -0.14  0.358